--- A ---
Here is a cluster of 12 separate species, H24O12 in total from the OMol25 dataset. Energies are from ωB97M-V/def2-TZVPD.

Values from the calculation:
SMILES: O.O.O.O.O.O.O.O.O.O.O.O
LUMO energy in eV: -0.515
Net charge: 0
Orbital gap in eV: 9.46

Atoms and positions in Å:
O1 0.76009 2.84208 -1.21221
O2 0.37714 -0.15136 0.34652
O3 0.51582 4.74703 0.70186
O4 2.18044 0.46375 -2.51213
O5 4.62620 0.05360 1.22953
O6 -1.91475 -1.60679 1.92447
O7 -3.06883 -0.24836 -1.12273
O8 1.37682 -2.84456 0.12744
O9 -2.91067 1.70609 -0.50109
O10 -4.07388 -2.68635 -0.52718
O11 3.27906 -3.13307 -0.57703
O12 -0.40795 0.86623 2.68080
H1 -3.48630 -3.42294 -0.32426
H2 1.91683 -2.72758 0.91717
H3 0.61110 4.58907 -0.24416
H4 -2.47782 -2.28850 2.30815
H5 4.45444 0.97035 1.47256
H6 -2.51405 -0.55661 -1.84813
H7 -1.61974 -1.98851 1.09006
H8 0.52774 3.22183 -2.06708
H9 -0.09067 2.65287 -0.80062
H10 1.29678 0.67080 -2.18769
H11 -3.65002 0.40245 -1.53218
H12 0.59367 -3.30781 0.44536
H13 4.09989 -0.08048 0.43329
H14 0.08606 1.49306 2.14041
H15 -3.48833 -1.92149 -0.56019
H16 2.05636 -0.33508 -3.03697
H17 -2.20522 1.18785 -0.09766
H18 -2.98049 2.48538 0.06179
H19 3.27630 -4.08300 -0.74014
H20 4.21358 -2.89717 -0.58093
H21 0.10135 0.42210 -0.37740
H22 -0.06925 4.04135 0.99969
H23 -0.15937 0.13865 1.09288
H24 -1.23231 1.32515 2.87779

***

--- B ---
Here is a cluster of 12 separate species, H24O12 in total from the OMol25 dataset. Energies are from ωB97M-V/def2-TZVPD.

Values from the calculation:
SMILES: O.O.O.O.O.O.O.O.O.O.O.O
LUMO energy in eV: -0.659
Net charge: 0
Orbital gap in eV: 9.43

Atoms and positions in Å:
O1 -1.33319 2.33756 0.33703
O2 2.30181 1.06556 -0.45297
O3 -2.51419 0.15556 1.92203
O4 4.67881 -0.28244 0.27503
O5 1.88281 -1.75044 1.40303
O6 0.64481 -0.68744 -2.72697
O7 -2.17319 0.48856 -3.13097
O8 2.70881 -1.91744 -1.06797
O9 0.03381 -0.22444 -0.12097
O10 -0.47919 1.58856 3.00203
O11 -2.21719 -1.52544 -1.12197
O12 -3.98219 0.43456 -0.22597
H1 4.76881 -1.17344 0.61303
H2 -0.50919 0.51356 0.11603
H3 -0.74919 2.93556 0.77003
H4 -1.88019 0.69856 2.40303
H5 2.25081 1.82756 -1.01897
H6 3.80081 -0.14444 0.14603
H7 0.10881 -0.72944 -1.93997
H8 0.98881 -1.48544 1.17103
H9 -1.41819 -1.35344 -0.56997
H10 1.53681 -0.88844 -2.31397
H11 0.88281 0.15356 -0.40197
H12 -1.88919 0.12856 -2.32097
H13 -0.48119 1.56556 3.92603
H14 2.52081 -2.82644 -1.20897
H15 1.94381 -2.71744 1.51003
H16 -1.39719 2.66456 -0.57897
H17 -3.37519 0.45856 0.48003
H18 -2.27219 -0.77044 1.90503
H19 2.42281 -1.84544 -0.15197
H20 -4.80519 0.02856 0.05303
H21 -2.86519 -0.87344 -0.88297
H22 0.37881 1.33156 2.81003
H23 -1.90219 1.41156 -3.07797
H24 2.38881 1.40756 0.47203

***

The most stable arrangement is B, and the next structure is 2.681 eV less stable.

***

--- A ---
Here is a cluster of 12 separate species, H24O12 in total from the OMol25 dataset. Energies are from ωB97M-V/def2-TZVPD.

Values from the calculation:
SMILES: O.O.O.O.O.O.O.O.O.O.O.O
LUMO energy in eV: -0.024
Net charge: 0
Orbital gap in eV: 11.56

Atoms and positions in Å:
O1 2.34188 1.65747 -0.72982
O2 1.11063 -3.18601 0.93740
O3 -1.22383 2.51254 -2.20678
O4 0.08124 -0.10776 -1.23423
O5 3.40409 -1.55755 -0.04363
O6 -3.03012 -0.49175 1.23158
O7 0.30871 3.44396 0.32782
O8 3.45315 0.97358 1.76494
O9 -1.01841 -1.96797 2.29632
O10 -1.61478 -2.33101 -1.44154
O11 -0.01963 0.91251 1.13966
O12 -3.64752 -0.24649 -1.81697
H1 2.97318 -1.27112 -0.83564
H2 2.65727 0.56582 2.10237
H3 -2.51043 -1.10522 1.82465
H4 -0.32453 -0.97502 -1.11874
H5 -2.01668 -2.19549 -0.56201
H6 -3.66900 -0.46111 -0.89467
H7 3.44108 -0.75606 0.50459
H8 1.77511 -2.49839 0.73765
H9 3.06636 1.36638 0.92895
H10 2.90892 2.01975 -1.45037
H11 -1.38464 2.78267 -3.11176
H12 -0.11586 0.87424 2.09207
H13 -1.04550 -2.19153 3.23055
H14 -2.34805 -1.81492 -1.88675
H15 0.66864 -3.49501 0.14122
H16 -3.16132 0.54058 -1.94865
H17 -0.22537 -2.41435 1.94122
H18 -1.06501 1.57999 -2.03566
H19 -2.37878 0.13130 1.07829
H20 1.77148 0.99229 -1.15457
H21 1.07192 3.05570 -0.07408
H22 -0.04978 1.86860 0.94711
H23 0.13073 0.11039 -0.30218
H24 -0.31513 3.67896 -0.37835

***

--- B ---
Here is a cluster of 12 separate species, H24O12 in total from the OMol25 dataset. Energies are from ωB97M-V/def2-TZVPD.

Values from the calculation:
SMILES: O.O.O.O.O.O.O.O.O.O.O.O
LUMO energy in eV: -0.209
Net charge: 0
Orbital gap in eV: 10.34

Atoms and positions in Å:
O1 -0.89737 -0.84035 -0.05060
O2 -2.68612 1.35377 1.84147
O3 -2.35701 -1.25859 2.20339
O4 0.84207 2.78001 0.02581
O5 -0.08231 -1.65880 -2.42912
O6 1.11989 -0.33920 4.43127
O7 3.22563 -1.37954 -1.86764
O8 -0.34480 -0.18067 -5.26824
O9 1.50156 -2.76232 -0.33519
O10 -0.53492 1.10214 -3.06131
O11 -1.08750 3.14521 2.65262
O12 0.94141 -0.21730 1.74215
H1 0.85509 2.79243 1.00762
H2 -1.28433 0.41478 -3.14975
H3 1.90802 -1.98684 -0.02351
H4 -0.88767 0.02816 -0.10803
H5 3.23918 -0.45529 -2.23438
H6 -2.95737 2.36226 1.79594
H7 -1.88819 -0.55441 2.68814
H8 -0.57372 -1.01601 -4.66925
H9 0.25326 -0.98635 1.85726
H10 1.35102 -0.46811 0.87982
H11 3.93265 -1.73154 -2.39755
H12 -1.03770 2.93817 3.52844
H13 -0.63833 0.54381 -4.72801
H14 -0.42947 -1.64355 -1.54714
H15 0.64890 -2.34821 -2.31950
H16 1.37050 -0.36017 3.52984
H17 0.56356 0.41202 4.53916
H18 -3.07344 -0.74030 1.90434
H19 -1.74112 1.14758 2.02057
H20 -1.29163 2.35193 2.21973
H21 2.16552 -3.00693 -0.98952
H22 1.46054 3.51524 -0.16683
H23 -1.68488 -1.25403 -0.50139
H24 0.09908 0.30098 -3.02063

***

The most stable arrangement is A, and the next structure is 4.705 eV less stable.

***

--- A ---
Here is a cluster of 12 separate species, H24O12 in total from the OMol25 dataset. Energies are from ωB97M-V/def2-TZVPD.

Values from the calculation:
SMILES: O.O.O.O.O.O.O.O.O.O.O.O
LUMO energy in eV: -0.435
Net charge: 0
Orbital gap in eV: 7.68

Atoms and positions in Å:
O1 0.14575 1.91538 -0.65741
O2 2.20900 -0.50366 -2.17079
O3 1.46903 -1.90246 3.92849
O4 3.50216 -0.21412 2.02338
O5 -2.10519 -0.04086 -3.17089
O6 2.13847 3.96161 1.13011
O7 -3.98545 -3.31284 -0.56944
O8 -0.11559 -0.88395 1.42728
O9 -2.05119 3.80290 0.46981
O10 1.55016 -2.18270 -2.68855
O11 -4.54414 -2.80589 1.83853
O12 3.31788 1.57192 -1.83312
H1 0.44795 -0.03923 1.39036
H2 -4.53260 -3.44230 -1.26556
H3 -0.73859 2.26001 -0.47281
H4 0.60770 1.70120 0.10680
H5 2.55261 -0.25177 1.84128
H6 -4.54754 -3.08519 0.22600
H7 1.34335 -3.09938 -2.54284
H8 3.05262 1.27097 -0.94880
H9 -2.07907 -1.01155 -3.08751
H10 1.21147 3.63864 1.18502
H11 -1.30199 4.28876 0.50803
H12 2.00908 4.85190 1.26306
H13 1.74484 -1.05923 3.47800
H14 0.83531 -1.91970 -3.31433
H15 -2.02127 3.19624 1.25590
H16 1.22558 -1.67070 4.80834
H17 3.78115 0.63877 1.71734
H18 -0.43662 -0.92960 0.58267
H19 -5.40960 -2.37290 1.85129
H20 2.46753 1.78992 -2.39058
H21 -3.97779 -2.09755 1.63379
H22 2.55067 -0.76166 -3.04662
H23 2.62295 -1.30825 -1.71658
H24 -2.93863 0.00726 -2.78961

***

--- B ---
Here is a cluster of 12 separate species, H24O12 in total from the OMol25 dataset. Energies are from ωB97M-V/def2-TZVPD.

Values from the calculation:
SMILES: O.O.O.O.O.O.O.O.O.O.O.O
LUMO energy in eV: -0.531
Net charge: 0
Orbital gap in eV: 9.75

Atoms and positions in Å:
O1 1.78814 -1.09753 -1.68428
O2 -1.66386 2.67347 0.59772
O3 -1.04086 -1.61453 -2.67928
O4 -2.03086 1.09047 2.90472
O5 -0.42186 -1.24553 2.10272
O6 -2.41686 1.67947 -2.35528
O7 1.28014 -0.63953 -4.40228
O8 2.28414 1.20247 -0.02128
O9 -0.27786 0.33747 -0.14828
O10 -3.01586 -0.34953 -0.43328
O11 2.08814 -1.66553 1.49672
O12 2.08514 0.72447 2.94272
H1 -1.71786 1.57047 2.14572
H2 0.17614 -0.21153 -0.78928
H3 -1.10586 3.41847 0.74272
H4 -2.65386 1.11947 -1.64228
H5 2.02314 -1.90853 -1.23828
H6 1.16414 -1.54453 1.77472
H7 2.38414 -2.09953 2.26472
H8 -1.49386 1.79447 -2.20128
H9 -0.85986 -1.86953 -1.76028
H10 -0.87486 -0.76653 2.80872
H11 1.31014 -0.86753 -3.45728
H12 -1.43786 1.20847 3.63872
H13 -3.52586 -0.82653 -1.08828
H14 -0.29486 -0.12553 0.67172
H15 2.01414 -0.13553 2.46672
H16 1.39714 0.87347 0.00572
H17 1.64514 0.25547 -4.44428
H18 -1.19986 1.95947 0.11172
H19 2.21914 1.99347 0.48272
H20 -0.42486 -2.23953 -3.01728
H21 2.86014 0.55247 3.51372
H22 -0.46986 -2.17153 2.36772
H23 2.36614 -0.41453 -1.38728
H24 -2.15786 -0.66053 -0.29028

***

--- C ---
Here is a cluster of 12 separate species, H24O12 in total from the OMol25 dataset. Energies are from ωB97M-V/def2-TZVPD.

Values from the calculation:
SMILES: O.O.O.O.O.O.O.O.O.O.O.O
LUMO energy in eV: -0.677
Net charge: 0
Orbital gap in eV: 8.96

Atoms and positions in Å:
O1 1.18580 -3.72720 -1.02864
O2 -0.52159 -0.46037 -0.09125
O3 -0.44437 2.45552 -1.97431
O4 -2.29285 -0.78039 -2.35811
O5 1.22863 -1.45875 -2.75291
O6 0.99525 -2.52609 1.60468
O7 2.06084 0.84537 -1.33441
O8 -3.03831 1.63071 -1.02183
O9 2.29589 -0.20767 1.45864
O10 1.86896 2.45551 1.40604
O11 -1.72882 -2.29388 2.60189
O12 -1.30585 2.31759 1.36559
H1 1.23486 1.35285 -1.28298
H2 -3.44892 2.43484 -1.37098
H3 0.93342 -3.21037 -1.81949
H4 -1.73053 2.88781 0.71336
H5 -1.16083 2.01140 -1.47620
H6 -1.94612 2.24680 2.08485
H7 3.07386 -0.54242 1.92422
H8 2.36383 0.77072 1.52327
H9 -2.88516 -0.12667 -1.97239
H10 2.08747 3.38124 1.55250
H11 -1.51272 -0.75014 -1.78045
H12 -3.53263 1.42781 -0.21600
H13 1.56337 -3.14902 2.07338
H14 1.29889 -3.05983 -0.34047
H15 -2.00789 -2.86208 3.32673
H16 2.11885 -1.39210 -3.11364
H17 -0.48712 -1.21557 0.51626
H18 0.90556 2.44065 1.27866
H19 -0.75768 -2.35092 2.59479
H20 2.00586 0.22479 -0.59097
H21 1.15533 -0.69865 -2.15408
H22 -0.25740 3.26888 -1.49011
H23 1.43254 -1.64242 1.67848
H24 -0.75043 0.30204 0.46587

***

--- D ---
Here is a cluster of 12 separate species, H24O12 in total from the OMol25 dataset. Energies are from ωB97M-V/def2-TZVPD.

Values from the calculation:
SMILES: O.O.O.O.O.O.O.O.O.O.O.O
LUMO energy in eV: -0.627
Net charge: 0
Orbital gap in eV: 10.23

Atoms and positions in Å:
O1 -1.30670 -2.42488 0.58722
O2 3.33456 2.03343 -1.01512
O3 0.63384 0.16483 1.17958
O4 5.03183 -0.25470 0.71186
O5 -1.52860 -3.32881 -1.66953
O6 1.74687 -1.49644 1.52986
O7 -3.61389 1.73959 2.16126
O8 2.90615 -3.18837 -0.48925
O9 -2.15685 0.24788 -2.32552
O10 -1.15448 3.34435 -0.10820
O11 0.01014 4.77174 -0.88438
O12 -4.18607 -1.96488 -0.00149
H1 -2.64435 0.46497 -1.52289
H2 2.74453 -2.76028 -1.33754
H3 0.71243 5.32142 -1.24993
H4 -0.82397 -2.79793 -2.05767
H5 -3.14213 1.78535 3.00050
H6 4.26362 -0.78678 0.94792
H7 2.97973 -2.45586 0.13285
H8 0.30627 0.97379 1.58857
H9 5.11144 -0.36801 -0.24199
H10 -0.61177 2.54898 -0.15101
H11 3.04767 2.66331 -1.68590
H12 -1.20315 -1.47825 0.73612
H13 0.38447 4.42648 -0.06606
H14 1.87685 -1.53957 2.48392
H15 0.14073 -0.53673 1.61963
H16 -4.18505 0.96889 2.25502
H17 -3.26742 -2.17011 0.20578
H18 -1.91535 -2.75236 -1.00085
H19 -4.14053 -1.11330 -0.45064
H20 -1.84456 3.12346 0.52741
H21 4.11588 2.44345 -0.62730
H22 -0.45505 -2.70062 0.22994
H23 2.05347 -0.61442 1.29105
H24 -1.23815 0.20413 -2.03730

***

The most stable arrangement is C, and the next structure is 0.920 eV less stable.